[1]
Density functional theory data (ωB97M-V/def2-TZVPD) for a molecular structure, C5H10O.

For the HOMO energy, the calculation gives -8.9 eV. The orbital gap is 8.71 eV. For the energy relative to the best compared isomer or geometry (same formula, charge and spin), the calculation gives 547.5 kJ/mol.

Geometry (Å):
H1 1.05297 -0.84770 -0.03870
H2 -0.76848 -1.30993 -2.21837
H3 -2.15148 0.17572 -0.98441
C1 0.88215 -0.51166 2.13796
H4 1.00393 1.63205 0.13909
H5 -1.26575 0.06491 -3.22295
H6 0.39018 0.02553 -2.62160
H7 -0.64196 -0.88359 0.52401
C2 0.46535 1.06493 0.90368
C3 -1.26365 0.70511 -1.39695
H8 -0.49115 1.56282 1.10246
H9 1.74632 -1.15713 2.33029
C4 0.34994 -0.45601 0.70144
O1 1.23051 0.87699 2.10757
C5 -0.63993 -0.22601 -2.34766
H10 0.10103 -0.71604 2.88415

Atomic partial charges in e from the Löwdin method, atoms 1 to 6: 0.11 0.07 0.01 -0.19 0.11 0.11

=====

[2]
Density functional theory data (ωB97M-V/def2-TZVPD) for a molecular structure, C5H10O.

For the HOMO energy, the calculation gives -8.4 eV. The orbital gap is 9.58 eV. For the energy relative to the best compared isomer or geometry (same formula, charge and spin), the calculation gives 437.0 kJ/mol.

Geometry (Å):
H1 0.89493 -2.07205 2.07717
C1 -0.20548 1.58208 -1.01712
H2 -0.68626 -0.06369 -1.34616
C2 -0.38473 1.03002 -2.29881
C3 0.43411 0.09729 1.99777
H3 1.31431 -0.64372 0.06831
H4 -0.89696 -1.70576 1.98072
O1 -0.68242 0.00284 -0.13805
H5 -0.40779 0.75068 2.20932
H6 -1.22246 1.38341 -2.89444
H7 0.77777 1.65094 -0.55184
C4 0.38252 -0.48567 0.61887
H8 1.37595 0.39423 2.44938
C5 0.11723 -1.36296 1.80418
H9 0.49219 0.69984 -2.85028
H10 -0.95724 2.22744 -0.57166

Atomic partial charges in e from the Löwdin method, atoms 1 to 6: 0.10 -0.08 0.14 -0.14 -0.11 0.15